Record 1
C75H70NO10 | the ωB97M-V functional and the def2-TZVPD basis

Values from the calculation:
HOMO-LUMO gap (alpha / beta) = 6.90 / 8.09 eV
HOMO level (alpha / beta) = -8.20 / -9.39 eV
Lowest unoccupied orbital energy (alpha / beta) = -1.30 / -1.30 eV
Spin multiplicity = 2
ΔE to the lowest compared entry with this formula, charge and spin = 54.6 kJ/mol
Max |F| = 1.8 eV Å⁻¹
E = -100876.2524 eV
Expectation value of S² = 0.75

The geometry in XYZ format:
```
156
C75H70NO10 | the Open Molecules 2025 dataset | the ωB97M-V functional and the def2-TZVPD basis
C -1.7715 3.6889 0.8799
C -1.4324 2.2077 0.7999
C -1.1041 1.6008 2.1777
C -2.2283 0.7389 2.7479
C -3.6101 1.3977 2.8569
C -3.9687 1.9620 4.2450
C -2.9871 2.9781 4.8499
C -1.7704 2.4298 5.5858
C -1.9939 1.6087 6.8874
C -3.1705 2.1298 7.7518
C -4.4386 1.2784 7.8423
O -5.5853 2.1023 8.0957
C -2.0611 0.1163 6.5122
C -1.8328 -0.9132 7.6405
C -3.1149 -1.7457 7.9289
C -0.7845 -1.9238 7.1387
N -1.4385 -0.2874 8.9202
O -1.2446 -1.1187 9.8741
C -0.4430 0.7985 8.8605
C 0.9968 0.2821 8.7817
C -0.5442 1.5550 10.2099
C -0.6958 1.8014 7.7106
H -2.1757 4.0331 -0.0650
H -2.5492 3.8630 1.6151
H -0.9161 4.2853 1.1827
H -0.6269 2.0505 0.0937
H -2.3270 1.7066 0.4435
H -0.2316 0.9703 2.0266
H -0.8077 2.3907 2.8632
H -1.9710 0.3366 3.7207
H -2.3179 -0.1094 2.0739
H -4.3447 0.6240 2.6493
H -3.7781 2.1653 2.1118
H -4.1749 1.1247 4.9038
H -4.9177 2.4811 4.1226
H -3.5426 3.6796 5.4604
H -2.6083 3.5664 4.0169
H -1.1743 3.2958 5.8758
H -1.1370 1.8471 4.9336
H -2.8091 2.2336 8.7659
H -3.4874 3.1239 7.4572
H -4.6304 0.6943 6.9483
H -4.3771 0.6118 8.6888
H -5.8330 2.5188 7.2544
H -1.2620 -0.0383 5.7973
H -2.9730 -0.1520 5.9967
H -3.4678 -1.5988 8.9420
H -2.9181 -2.8029 7.8204
H -3.9262 -1.4957 7.2544
H -1.2771 -2.5911 6.4457
H 0.0346 -1.4093 6.6508
H -0.3445 -2.4792 7.9589
H 1.1274 -0.6516 9.3142
H 1.2500 0.0821 7.7434
H 1.6918 1.0383 9.1207
H 0.0124 0.9881 10.9499
H -0.0831 2.5310 10.1426
H -1.5660 1.5989 10.5683
H 0.1518 1.8509 7.0347
H -0.7797 2.7942 8.1360
C -2.9624 3.7518 -6.0844
C -2.3306 4.0509 -7.2874
C -0.9489 4.1081 -7.3527
C -0.1934 3.8766 -6.2096
C -0.8287 3.5963 -4.9973
C -2.2144 3.5249 -4.9416
C -0.0398 3.3809 -3.7552
O -0.5853 3.1185 -2.7032
C 1.4434 3.4912 -3.8340
C 2.1960 3.3506 -2.6749
C 3.5769 3.4337 -2.7329
C 4.2132 3.6508 -3.9513
C 3.4672 3.7986 -5.1086
C 2.0805 3.7278 -5.0532
C 1.2894 3.9198 -6.3005
O 1.8394 4.1067 -7.3667
H -4.0421 3.6990 -6.0391
H -2.9184 4.2369 -8.1764
H -0.4535 4.3334 -8.2880
H -2.7012 3.2947 -4.0039
H 1.7000 3.1792 -1.7287
H 4.1611 3.3284 -1.8282
H 5.2927 3.7104 -3.9954
H 3.9565 3.9749 -6.0568
C 1.7200 -0.1924 -2.9103
C 2.5006 -1.3008 -3.2241
C 1.9949 -2.5779 -3.0574
C 0.7079 -2.7539 -2.5653
C -0.0705 -1.6419 -2.2325
C 0.4369 -0.3601 -2.4152
C -1.4364 -1.8110 -1.6623
O -2.1151 -0.8479 -1.3728
C -1.9401 -3.1953 -1.4397
C -3.1882 -3.3768 -0.8569
C -3.6762 -4.6561 -0.6536
C -2.9231 -5.7609 -1.0379
C -1.6770 -5.5865 -1.6146
C -1.1775 -4.3048 -1.8108
C 0.1778 -4.1361 -2.4036
O 0.8366 -5.0996 -2.7369
H 2.1177 0.8031 -3.0485
H 3.5064 -1.1654 -3.6002
H 2.5959 -3.4423 -3.3037
H -0.1714 0.5006 -2.1661
H -3.7715 -2.5150 -0.5632
H -4.6467 -4.7954 -0.1959
H -3.3094 -6.7597 -0.8834
H -1.0860 -6.4417 -1.9117
C 3.4156 0.2624 -9.6529
C 3.0628 1.4999 -9.1240
C 2.3848 2.4222 -9.9017
C 2.0625 2.1126 -11.2177
C 2.4348 0.8777 -11.7560
C 3.1041 -0.0481 -10.9658
C 2.1379 0.5410 -13.1753
O 2.4551 -0.5332 -13.6430
C 1.4450 1.5622 -14.0097
C 1.2029 1.2910 -15.3505
C 0.5478 2.2230 -16.1365
C 0.1243 3.4280 -15.5852
C 0.3665 3.7054 -14.2509
C 1.0341 2.7784 -13.4603
C 1.3125 3.1062 -12.0337
O 0.9365 4.1556 -11.5522
H 3.9394 -0.4595 -9.0397
H 3.3164 1.7472 -8.1010
H 2.1097 3.3801 -9.4888
H 3.3803 -1.0064 -11.3831
H 1.5304 0.3514 -15.7734
H 0.3641 2.0117 -17.1817
H -0.3930 4.1526 -16.2002
H 0.0432 4.6420 -13.8183
C 5.2086 -7.3144 7.3462
C 4.9563 -6.1432 8.0535
C 4.2067 -5.1318 7.4785
C 3.7136 -5.2828 6.1886
C 3.9829 -6.4507 5.4714
C 4.7240 -7.4682 6.0588
C 3.4981 -6.6190 4.0725
O 3.7259 -7.6365 3.4520
C 2.7315 -5.5013 3.4544
C 2.3123 -5.6131 2.1341
C 1.5878 -4.5883 1.5495
C 1.2716 -3.4491 2.2837
C 1.6905 -3.3309 3.5980
C 2.4280 -4.3514 4.1857
C 2.8941 -4.1932 5.5915
O 2.6095 -3.2007 6.2294
H 5.7883 -8.1069 7.8010
H 5.3445 -6.0217 9.0561
H 4.0026 -4.2219 8.0258
H 4.9206 -8.3748 5.5036
H 2.5570 -6.5016 1.5689
H 1.2660 -4.6759 0.5195
H 0.6994 -2.6515 1.8270
H 1.4504 -2.4464 4.1722
```

***

Record 2
C76H166N8O21P | the ωB97M-V functional and the def2-TZVPD basis

Values from the calculation:
HOMO-LUMO gap = 3.57 eV
HOMO level = -12.90 eV
Lowest unoccupied orbital energy = -9.33 eV
Spin multiplicity = 2
Max |F| = 5.4 eV Å⁻¹
E = -145666.2262 eV
Expectation value of S² = 0.76
Total charge = +4

The geometry in XYZ format:
```
272
C76H166N8O21P | the Open Molecules 2025 dataset | the ωB97M-V functional and the def2-TZVPD basis
C -4.3204 0.5039 1.1475
C -3.7541 -0.2855 -0.0439
O -2.8502 0.1726 -0.7064
N -4.3982 -1.6110 -0.4384
H -4.3767 -2.2845 0.3139
H -5.3782 -1.3909 -0.5447
C -3.9229 -2.2300 -1.7113
H -4.7185 1.4437 0.7650
H -3.5592 0.7588 1.8850
H -5.0783 -0.1675 1.5510
H -2.8369 -2.2098 -1.6204
H -4.2805 -1.6074 -2.5315
H -4.3555 -3.2264 -1.8017
C -0.7588 3.2727 -8.7101
C -1.4874 2.1065 -8.1228
O -1.5159 1.1563 -8.8757
N -1.8139 2.1948 -6.6406
H -1.0268 2.4990 -6.0856
H -2.4457 2.9821 -6.6079
C -2.4168 0.8109 -6.1129
H -1.3358 3.8554 -9.4282
H 0.0770 2.9602 -9.3361
H -0.3355 3.9582 -7.9759
H -2.8326 1.1300 -5.1572
H -1.5896 0.1201 -5.9496
H -3.1710 0.3661 -6.7621
C 7.7268 2.9875 -6.8638
C 7.8826 2.7819 -5.3328
O 8.9583 3.0567 -4.7520
N 6.6186 2.3488 -4.5153
H 5.8862 2.3316 -5.2106
H 6.6941 1.4316 -4.0990
C 6.2666 3.2079 -3.3022
H 7.2178 3.9278 -7.0757
H 7.1942 2.2688 -7.4868
H 8.7000 3.0474 -7.3510
H 7.0478 3.2953 -2.5472
H 5.3367 2.8948 -2.8275
H 6.2367 4.1731 -3.8078
C 4.0909 -2.9527 0.7920
C 3.3840 -1.7367 1.1357
C 2.4186 -1.0404 0.1185
C 2.9674 -0.8523 -1.3471
N 2.1684 0.0501 -2.3227
C 1.5619 1.2257 -1.7201
C 0.0668 0.9540 -1.6272
C -0.3136 -0.2540 -2.3742
C 0.9976 -0.5909 -3.0997
C 3.3581 0.5507 -3.2548
H 4.3990 -3.2398 1.7974
H 5.0293 -2.7201 0.2887
H 3.4163 -3.7050 0.3833
H 4.1656 -1.0166 1.3781
H 2.8311 -1.8893 2.0626
H 2.3299 -0.0182 0.4864
H 1.5438 -1.6659 -0.0593
H 3.1411 -1.8282 -1.8004
H 3.9575 -0.4160 -1.2153
H 1.6892 2.0219 -2.4536
H 1.8360 1.5010 -0.7017
H -0.5476 1.6943 -2.1396
H -0.3032 0.9114 -0.6028
H -1.1703 -0.0785 -3.0249
H -0.4707 -1.1207 -1.7321
H 0.9139 -0.2252 -4.1231
H 1.1541 -1.6679 -3.1616
H 4.0727 1.2365 -2.7998
H 2.7485 0.9572 -4.0618
H 3.9769 -0.2355 -3.6872
C 3.9481 1.2059 7.0965
C 3.6979 0.1799 6.0209
C 4.5801 0.3179 4.8064
C 6.0960 0.3902 5.0079
N 6.9213 -0.5556 4.1777
C 8.4642 -0.3759 4.4244
C 8.8072 0.7056 3.3794
C 8.0354 0.3823 2.1414
C 6.7111 -0.2374 2.6267
C 6.4989 -2.0607 4.3322
H 3.5498 2.1686 6.7760
H 5.0062 1.3545 7.3120
H 3.5115 0.9227 8.0542
H 2.6329 0.2968 5.8201
H 3.7975 -0.8536 6.3528
H 4.1916 1.1327 4.1955
H 4.4294 -0.4896 4.0899
H 6.3626 0.0609 6.0122
H 6.4281 1.3809 4.6977
H 8.9694 -1.3382 4.3412
H 8.6988 -0.0619 5.4415
H 9.8614 0.8088 3.1225
H 8.5872 1.6539 3.8698
H 8.5020 -0.4423 1.6026
H 7.8756 1.2419 1.4905
H 6.3147 -1.0569 2.0273
H 5.9555 0.5473 2.5908
H 5.4188 -2.0902 4.4758
H 7.1876 -2.4954 5.0566
H 6.7822 -2.6495 3.4597
C -3.7038 3.1972 -3.2633
C -5.0673 3.6330 -2.7252
C -6.2049 2.6299 -3.0981
C -6.9520 3.0431 -4.3931
N -8.2615 2.3303 -4.7488
C -7.9778 0.8699 -5.2380
C -7.2515 0.9879 -6.6192
C -7.9273 2.2439 -7.1634
C -8.9411 2.8786 -6.0729
C -9.2951 2.2965 -3.5937
H -3.5854 3.3606 -4.3344
H -3.3623 2.1893 -3.0276
H -3.1264 3.9742 -2.7624
H -5.4991 4.6338 -2.7376
H -5.1136 3.7667 -1.6445
H -6.8304 2.5245 -2.2117
H -5.7370 1.6986 -3.4174
H -6.2946 3.0414 -5.2625
H -7.2231 4.0976 -4.4452
H -8.9126 0.3099 -5.2634
H -7.4342 0.3171 -4.4718
H -7.5186 0.1336 -7.2413
H -6.2067 1.1187 -6.3377
H -8.5050 2.0775 -8.0727
H -7.2651 3.0381 -7.5079
H -9.9760 2.5969 -6.2672
H -8.7397 3.9483 -6.1287
H -8.7540 1.9847 -2.7003
H -10.1862 1.7359 -3.8758
H -9.4965 3.3638 -3.5018
C 0.4148 -4.0584 1.3484
C -0.7326 -4.1226 0.3291
C -1.2700 -5.5506 0.0977
C -2.7502 -5.5151 -0.3227
N -3.2047 -6.9150 -0.8170
C -2.3486 -7.6210 -1.8660
C -2.6071 -6.8466 -3.1619
C -4.0273 -6.5335 -3.0989
C -4.5094 -6.8670 -1.6547
C -3.4055 -7.8307 0.4187
H 0.0060 -4.6106 2.1946
H 0.9078 -3.1055 1.5410
H 1.1638 -4.7640 0.9890
H -0.4547 -3.7084 -0.6401
H -1.4553 -3.4394 0.7754
H -1.0921 -6.1020 1.0209
H -0.5532 -5.9690 -0.6089
H -2.9157 -4.8395 -1.1619
H -3.4914 -5.1963 0.4101
H -2.7111 -8.6334 -2.0442
H -1.3178 -7.6271 -1.5118
H -2.4625 -7.3916 -4.0947
H -1.8549 -6.0590 -3.2071
H -4.6486 -7.1323 -3.7649
H -4.3830 -5.5443 -3.3871
H -5.1011 -7.7809 -1.7084
H -5.1389 -6.0968 -1.2091
H -4.2035 -7.5247 1.0952
H -2.5596 -7.9476 1.0962
H -3.6647 -8.8189 0.0388
C -1.8475 3.1953 0.6472
C -0.9204 4.3577 0.8569
C -0.2203 4.7636 -0.4450
C 0.7958 5.9632 -0.1781
N 1.3368 6.6728 -1.4623
C 1.9314 8.0323 -1.1128
C 1.4635 8.9648 -2.2439
C 0.6214 8.2317 -3.2786
C 0.2503 7.0126 -2.5049
C 2.3294 5.8907 -2.2737
H -2.3240 3.1927 -0.3331
H -2.5973 3.0543 1.4256
H -1.4262 2.1901 0.6331
H -0.2307 4.1974 1.6856
H -1.5629 5.2170 1.0491
H -0.9798 5.1235 -1.1391
H 0.2428 3.9159 -0.9499
H 1.7004 5.7129 0.3760
H 0.3060 6.7858 0.3431
H 3.0143 8.0413 -0.9889
H 1.5939 8.4824 -0.1792
H 2.3889 9.4134 -2.6053
H 1.0924 9.9274 -1.8920
H 1.1756 7.8918 -4.1536
H -0.2640 8.8420 -3.4565
H -0.1403 6.1286 -3.0090
H -0.6278 7.2225 -1.8941
H 2.1227 4.8205 -2.2782
H 3.2536 5.8642 -1.6965
H 2.4446 6.2489 -3.2967
C -2.0150 -7.6160 3.7256
C -1.7395 -6.8198 4.9693
C -1.8892 -5.2279 4.7711
C -1.3668 -4.4007 5.9798
P -1.8717 -2.7201 5.9813
C -3.6542 -2.4752 6.2052
C -4.2469 -1.0493 6.1581
C -5.4792 -0.7991 7.0343
C -6.6294 -1.8400 6.6013
C -0.9450 -1.6800 7.2353
C -1.1335 -2.1529 8.7262
C -0.8498 -1.1720 10.0172
C -1.6407 0.1544 9.8619
C -1.5581 -1.9530 4.3394
C -1.1311 -0.3930 4.5572
C -0.4796 0.1430 3.2179
C 0.4635 1.3012 3.3712
H -1.6430 -8.6403 3.7479
H -1.3836 -7.2321 2.9244
H -3.0681 -7.5284 3.4584
H -0.6717 -6.8441 5.1872
H -2.3243 -7.0655 5.8557
H -2.8623 -4.8238 4.4922
H -1.4339 -4.7897 3.8830
H -0.3143 -4.4219 6.2624
H -1.8755 -4.8301 6.8429
H -3.8658 -3.1115 7.0645
H -4.2166 -3.0582 5.4760
H -4.4831 -0.7919 5.1256
H -3.4563 -0.3936 6.5228
H -5.8726 0.1853 6.7808
H -5.3428 -0.9010 8.1109
H -6.1495 -2.7868 6.8491
H -6.7274 -1.8281 5.5158
H -7.5835 -1.5615 7.0487
H -1.4049 -0.6922 7.2068
H 0.1037 -1.7586 6.9486
H -0.6097 -3.0778 8.9675
H -2.1995 -2.3792 8.7470
H 0.1562 -0.7615 10.1044
H -1.0919 -1.7418 10.9143
H -1.2719 0.8093 9.0725
H -1.8322 0.7695 10.7413
H -2.6111 -0.1637 9.4808
H -2.4985 -2.1714 3.8334
H -0.7224 -2.4854 3.8851
H -0.3649 -0.2864 5.3251
H -1.9409 0.2189 4.9546
H -1.1589 0.1849 2.3664
H 0.1119 -0.7146 2.8973
H 1.2541 1.1096 4.0966
H -0.1850 2.1236 3.6732
H 1.0266 1.5245 2.4650
O 5.7532 -4.3731 -2.7520
C 4.5522 -4.6415 -3.1169
O 4.2778 -5.8565 -3.2460
O 3.7497 -3.7706 -3.4040
H 5.5412 -3.4475 -2.6106
O 6.8552 0.0551 -0.9794
C 6.6972 -0.6591 -2.0624
O 6.5111 -1.8449 -1.9351
O 6.8288 -0.1492 -3.1841
H 6.6207 -0.7190 -0.4623
O 1.3590 4.4026 -4.6081
C 0.3915 3.5407 -4.5215
O -0.6861 3.8154 -3.9490
O 0.6780 2.4240 -5.0415
H 2.0517 3.9556 -5.1001
O 3.4876 3.8853 1.2265
C 4.0743 3.2022 0.3049
O 4.5385 3.7326 -0.6742
O 4.1726 2.0221 0.5788
H 3.4243 3.0849 1.7528
O 2.5907 3.0327 -7.0703
C 3.8595 3.0137 -6.6915
O 4.5431 4.0435 -6.8062
O 4.2975 1.9388 -6.1979
H 2.6524 3.8875 -7.5028
O 3.4749 -3.6399 4.4076
C 2.2448 -3.4079 4.7053
O 1.9094 -2.3398 5.1143
O 1.4675 -4.3620 4.4184
H 3.0380 -4.3615 3.9493
```